[1]
{"formula": "H14O7", "method": "the ωB97M-V functional and the def2-TZVPD basis", "total_charge": 0, "symbols": ["O", "O", "O", "O", "O", "O", "O", "H", "H", "H", "H", "H", "H", "H", "H", "H", "H", "H", "H", "H", "H"], "positions_angstrom": [[-1.897486, 0.194120, -0.878893], [-0.190678, -0.252553, 0.009052], [1.851376, -0.762854, -0.807153], [0.986189, -0.620113, -2.762427], [-1.228390, 1.480321, 2.551815], [-1.187606, -2.303460, 0.423197], [0.309857, 1.293930, 1.239479], [1.080140, -0.720401, -1.815141], [0.068169, -0.828364, -2.935918], [1.939601, -0.561451, 0.124447], [-0.324789, -2.644688, 0.658432], [0.712749, -0.382556, -0.279290], [0.903494, 1.486954, 1.965131], [-0.114483, 0.262478, 0.812258], [-1.111057, -0.220354, -0.523943], [-1.718877, 2.075820, 1.985211], [-1.009365, -1.636791, -0.240119], [2.513561, -0.219185, -1.233974], [-0.429026, 1.286979, 2.062063], [0.523709, 1.947880, 0.574021], [-1.677089, 1.124288, -0.928248]], "forces_ev_per_angstrom": [[-7.588, 2.380, -3.777], [7.174, -3.080, 2.377], [5.705, -0.928, 3.350], [-0.980, 0.270, -2.586], [-4.062, 0.488, 4.220], [-0.925, -1.867, 0.277], [10.123, 4.862, -2.399], [-1.545, -0.342, -1.825], [-0.301, 0.106, -0.434], [1.316, -0.542, 0.880], [0.092, -0.131, 0.020], [-1.988, 0.420, -0.420], [1.101, 0.350, 0.523], [-1.339, -2.140, -0.379], [-1.825, 0.257, -1.434], [-0.359, -0.022, 0.046], [-0.292, -0.970, 0.339], [0.565, 0.152, -0.584], [-4.471, 0.356, 2.782], [-0.190, 0.324, -0.690], [-0.211, 0.058, -0.286]], "nbo_charge": [-1.00, -0.91, -0.85, -0.99, -0.98, -0.93, -0.83, 0.44, 0.48, 0.49, 0.44, 0.43, 0.52, 0.47, 0.41, 0.45, 0.46, 0.52, 0.41, 0.53, 0.42]}


[2]
{"formula": "H14O7", "method": "the ωB97M-V functional and the def2-TZVPD basis", "smiles": "O.O.O.O.O.O.O", "total_charge": 0, "symbols": ["O", "O", "O", "O", "O", "O", "O", "H", "H", "H", "H", "H", "H", "H", "H", "H", "H", "H", "H", "H", "H"], "positions_angstrom": [[-11.358350, 10.126240, 15.025800], [-20.049210, 7.445250, 12.431340], [-15.077320, 13.744340, 11.618550], [-12.706330, 4.432480, 13.062060], [-15.331400, 12.908150, 16.240070], [-17.205500, 2.287740, 11.562500], [-15.315080, 8.457770, 12.693470], [-11.388920, 9.185160, 14.853580], [-11.761010, 4.403860, 13.209680], [-16.791530, 1.709070, 10.922190], [-14.950580, 13.321460, 12.467870], [-14.668740, 13.230110, 16.851170], [-12.175540, 10.312260, 15.488200], [-19.856590, 7.941280, 11.635680], [-13.088830, 4.293350, 13.928420], [-19.192130, 7.278340, 12.823480], [-16.027120, 13.821360, 11.528160], [-14.505730, 7.948900, 12.740760], [-16.671100, 3.081760, 11.549160], [-15.071550, 9.326280, 13.013810], [-16.020510, 13.572150, 16.261590]], "forces_ev_per_angstrom": [[0.137, 0.132, -0.082], [-0.241, -0.049, 0.085], [0.148, 0.065, -0.151], [-0.129, 0.118, -0.188], [0.030, -0.223, -0.180], [-0.186, -0.056, 0.139], [-0.240, -0.083, -0.017], [0.054, -0.240, -0.053], [0.262, -0.027, -0.021], [0.079, -0.172, -0.154], [0.090, -0.098, 0.253], [0.198, 0.069, 0.154], [-0.213, 0.106, 0.143], [0.030, 0.116, -0.206], [-0.152, -0.073, 0.215], [0.237, -0.056, 0.121], [-0.237, 0.034, -0.071], [0.202, -0.202, -0.051], [0.122, 0.231, 0.018], [0.022, 0.259, 0.055], [-0.212, 0.148, -0.008]], "nbo_charge": [-0.93, -0.94, -0.93, -0.94, -0.94, -0.94, -0.94, 0.47, 0.47, 0.47, 0.47, 0.47, 0.47, 0.47, 0.47, 0.47, 0.47, 0.47, 0.47, 0.47, 0.47]}


[3]
{"formula": "H14O7", "method": "the ωB97M-V functional and the def2-TZVPD basis", "smiles": "O.O.O.O.O.O.O", "total_charge": 0, "symbols": ["O", "O", "O", "O", "O", "O", "O", "H", "H", "H", "H", "H", "H", "H", "H", "H", "H", "H", "H", "H", "H"], "positions_angstrom": [[2.888055, -0.579402, -3.179547], [-5.246693, 1.194354, -2.277895], [-0.541138, 0.420597, 0.948793], [-2.419488, 4.178284, 1.290671], [4.904286, 1.668304, 1.504467], [3.409958, -2.117331, 2.095331], [-3.709434, -2.519533, -0.352233], [-1.106165, -0.337648, 0.800315], [-5.496434, 0.270521, -2.297811], [-4.523957, 1.234127, -1.651561], [3.715082, -0.724143, -3.639207], [0.307151, 0.045199, 1.184861], [2.920808, -1.177133, -2.432641], [4.266967, 0.961100, 1.404911], [-3.361743, -3.284154, -0.811255], [-2.816476, 4.263514, 0.423867], [4.280855, -2.475475, 1.923511], [-3.928244, -2.843191, 0.521607], [5.638152, 1.410334, 0.946690], [-2.052714, 3.294207, 1.300787], [2.871170, -2.882530, 2.296340]], "forces_ev_per_angstrom": [[-0.154, 0.121, -0.043], [-0.112, 0.213, -0.133], [-0.113, 0.235, 0.003], [-0.057, 0.173, 0.168], [0.029, 0.169, 0.125], [-0.092, 0.265, -0.101], [0.040, 0.269, -0.053], [-0.218, -0.192, -0.090], [-0.063, -0.247, -0.004], [0.191, 0.005, 0.152], [0.199, 0.004, -0.164], [0.270, -0.016, 0.075], [-0.043, -0.130, 0.209], [-0.233, -0.194, 0.031], [0.087, -0.177, -0.184], [-0.097, 0.071, -0.210], [0.258, -0.058, -0.013], [-0.115, -0.050, 0.245], [0.196, -0.002, -0.138], [0.195, -0.286, 0.039], [-0.168, -0.173, 0.087]], "nbo_charge": [-0.93, -0.94, -0.94, -0.94, -0.93, -0.94, -0.94, 0.47, 0.47, 0.47, 0.47, 0.47, 0.46, 0.47, 0.47, 0.47, 0.47, 0.47, 0.46, 0.47, 0.47]}


[4]
{"formula": "H14O7", "method": "the ωB97M-V functional and the def2-TZVPD basis", "smiles": "O.O.O.O.O.O.O", "total_charge": 0, "symbols": ["O", "O", "O", "O", "O", "O", "O", "H", "H", "H", "H", "H", "H", "H", "H", "H", "H", "H", "H", "H", "H"], "positions_angstrom": [[1.185000, 0.870619, -1.785000], [-1.105000, 2.922619, 1.312000], [1.560000, -0.978381, 1.333000], [-2.714000, -0.320381, -2.291000], [-0.762000, 0.210619, 0.188000], [2.330000, 0.374619, 3.405000], [-0.504000, -2.364381, -1.314000], [-2.360000, 0.533619, -2.281000], [-3.367000, -0.311381, -3.049000], [-1.167000, -2.487381, -1.948000], [2.050000, -0.301381, 0.804000], [-0.494000, -3.205381, -0.892000], [3.074000, -0.105381, 3.780000], [2.047000, -0.131381, 2.602000], [1.157000, 1.793619, -2.038000], [-1.532000, 2.086619, 1.145000], [-0.032000, -0.233381, 0.625000], [2.026000, -1.831381, 1.165000], [-1.350000, -0.452381, -0.201000], [-0.476000, 3.079619, 0.613000], [0.434000, 0.850619, -1.173000]], "forces_ev_per_angstrom": [[-0.170, 0.308, 0.199], [-0.237, 0.821, 0.636], [0.945, -0.313, -1.302], [-2.046, -2.105, -1.391], [-0.714, 0.788, -0.309], [-0.004, -0.002, -0.321], [1.283, 0.806, 1.010], [0.955, 2.088, 0.034], [1.132, -0.035, 1.382], [-1.621, 0.239, -1.746], [-0.401, -0.851, 0.137], [0.283, -1.037, 0.794], [-0.059, 0.016, -0.048], [0.283, 0.292, 1.397], [0.428, 0.298, -0.383], [0.167, -0.558, -0.324], [-0.067, -0.640, 0.146], [-0.556, 0.966, 0.067], [0.485, -0.189, 0.082], [0.141, -0.228, -0.281], [-0.229, -0.664, 0.223]], "nbo_charge": [-0.96, -0.95, -0.95, -0.95, -1.00, -0.97, -0.93, 0.47, 0.48, 0.47, 0.51, 0.46, 0.46, 0.47, 0.46, 0.49, 0.50, 0.50, 0.50, 0.46, 0.49]}


[5]
{"formula": "H14O7", "method": "the ωB97M-V functional and the def2-TZVPD basis", "smiles": "O.O.O.O.O.O.O", "total_charge": 0, "symbols": ["O", "O", "O", "O", "O", "O", "O", "H", "H", "H", "H", "H", "H", "H", "H", "H", "H", "H", "H", "H", "H"], "positions_angstrom": [[2.718116, -0.275203, 1.022045], [-1.985102, -4.272613, 2.033847], [-1.689226, 2.560795, 0.158996], [0.736338, -0.441919, -0.223379], [-0.704173, 0.531989, -4.196239], [-1.113034, -0.260333, 3.782922], [1.164909, 2.099408, -1.944256], [0.332027, 1.632844, -2.076982], [0.169475, -1.215151, -0.124544], [-1.487786, 2.390587, -0.768065], [3.285434, 0.107972, 1.700512], [-1.741474, -4.494223, 1.128019], [2.888865, 0.263997, 0.241598], [-0.433290, 1.449107, -4.316681], [-0.201861, 0.016851, 3.930983], [-1.030819, -1.138785, 3.394909], [-1.237777, -4.579560, 2.559469], [0.221967, 0.276672, 0.161378], [0.121934, 0.062908, -4.033445], [-1.750535, 3.521157, 0.213166], [1.736012, 1.763501, -2.644254]], "forces_ev_per_angstrom": [[1.067, 0.282, 0.789], [0.213, -0.010, -0.057], [0.052, 0.008, -0.173], [-1.224, -0.189, -0.863], [0.197, 0.160, 0.182], [0.184, -0.103, 0.003], [-0.038, 0.172, -0.235], [0.111, -0.220, 0.082], [0.066, 0.063, -0.004], [-0.087, 0.055, 0.098], [0.154, -0.056, -0.017], [-0.085, 0.021, 0.059], [-0.267, -0.122, 0.004], [-0.089, -0.009, -0.132], [-0.096, 0.028, -0.038], [-0.098, 0.052, -0.001], [-0.096, 0.004, 0.007], [0.082, 0.047, 0.130], [-0.096, -0.120, -0.040], [0.034, -0.090, 0.060], [0.017, 0.027, 0.144]], "nbo_charge": [-0.93, -0.94, -0.93, -0.94, -0.93, -0.94, -0.94, 0.47, 0.47, 0.46, 0.45, 0.47, 0.47, 0.47, 0.47, 0.47, 0.47, 0.48, 0.47, 0.47, 0.46]}


How do the records compare in DFT total energy? In the order shown, they have -534.6782; -535.0399; -535.0414; -535.0564; -535.0299 Eh.
How do the records compare in LUMO? In the order shown, they have -1.20; 0.04; -0.02; 0.18; 0.20 eV.